C41H64ClCsF3ILiN5O11P2S2 | ωB97M-V/def2-TZVPD

Structure (XYZ):
```
132
C41H64ClCsF3ILiN5O11P2S2 ωB97M-V/def2-TZVPD
C 11.32 -1.71 -0.07
C 10.18 -0.86 -0.57
C 9.41 -0.12 0.33
C 8.39 0.69 -0.12
C 8.07 0.79 -1.47
C 6.98 1.71 -1.97
C 5.57 1.29 -1.62
C 5.17 0.79 -0.39
C 3.84 0.48 -0.19
C 2.87 0.66 -1.18
C 3.25 1.17 -2.42
P 2.06 1.47 -3.80
N 1.08 2.79 -3.28
O 2.98 2.13 -4.99
C 4.60 1.46 -2.61
C 1.48 0.29 -0.84
O 0.50 0.90 -1.21
C 1.36 -0.91 0.05
C 0.36 -1.86 -0.09
C -0.68 -1.80 -1.18
C -0.41 -2.84 -2.28
O -1.21 -3.11 -3.11
I 1.50 -3.87 -2.30
C 0.30 -2.92 0.81
C 1.23 -3.03 1.83
C 2.25 -2.11 1.95
C 2.31 -1.06 1.06
C 3.38 -0.03 1.13
O 3.84 0.39 2.17
C 8.83 0.04 -2.35
C 9.86 -0.78 -1.91
H 11.86 -1.14 0.69
H 12.04 -1.88 -0.87
H 10.99 -2.66 0.35
H 9.67 -0.18 1.37
H 7.83 1.27 0.59
H 7.15 2.68 -1.50
H 7.09 1.87 -3.03
H 5.88 0.63 0.41
H 1.51 3.32 -2.53
H 0.92 3.42 -4.06
H 3.08 3.08 -4.81
H 4.90 1.87 -3.56
H -0.83 -0.81 -1.59
H -1.60 -2.15 -0.71
H -0.48 -3.66 0.71
H 1.14 -3.87 2.50
H 3.00 -2.16 2.73
H 8.64 0.07 -3.41
H 10.45 -1.33 -2.63
O -3.28 -5.60 2.84
P -4.05 -4.69 3.68
N -4.27 -3.32 2.63
C -4.49 -1.96 3.00
C -5.00 -3.62 1.39
N -2.73 -4.39 4.80
C -2.27 -3.07 5.22
C -1.58 -5.28 4.63
N -5.23 -4.15 4.84
C -5.21 -4.86 6.13
C -6.62 -4.33 4.32
H -5.49 -1.76 3.41
H -4.38 -1.29 2.14
H -3.75 -1.58 3.71
H -6.07 -3.79 1.58
H -4.60 -4.50 0.90
H -4.92 -2.80 0.67
H -1.76 -2.53 4.42
H -1.57 -3.15 6.06
H -3.10 -2.47 5.60
H -0.93 -4.99 3.79
H -1.90 -6.32 4.47
H -0.95 -5.27 5.54
H -5.34 -5.94 6.01
H -6.02 -4.49 6.77
H -4.29 -4.68 6.68
H -6.81 -5.35 3.99
H -6.82 -3.65 3.49
H -7.33 -4.07 5.10
Cs -4.86 0.18 2.25
C 6.52 3.84 -6.43
F 6.37 4.52 -7.58
F 6.02 2.61 -6.64
F 7.84 3.69 -6.23
S 5.72 4.70 -5.02
O 4.31 4.76 -5.40
O 6.38 5.97 -4.94
O 5.98 3.83 -3.89
C -4.67 7.16 5.75
C -5.50 6.16 4.95
O -5.07 4.82 5.10
C -5.12 4.29 6.41
C -6.52 4.26 7.01
H -3.61 7.05 5.52
H -4.98 8.18 5.51
H -4.79 7.02 6.82
H -5.41 6.39 3.89
H -6.56 6.26 5.20
H -4.43 4.82 7.07
H -4.75 3.26 6.33
H -6.90 5.27 7.18
H -6.51 3.75 7.97
H -7.22 3.75 6.34
Cl -3.48 -8.06 3.67
Li -2.15 -5.54 6.73
C 3.00 4.56 -9.66
C 3.10 3.61 -8.46
C 3.62 2.21 -8.82
O 2.67 1.37 -9.46
C 2.51 1.59 -10.84
N 1.80 3.55 -7.79
H 2.13 4.35 -10.28
H 2.91 5.59 -9.31
H 3.89 4.50 -10.29
H 3.82 4.05 -7.77
H 3.87 1.71 -7.88
H 4.55 2.27 -9.41
H 3.46 1.87 -11.32
H 1.76 2.36 -11.04
H 2.16 0.66 -11.29
H 1.91 3.01 -6.94
H 1.19 2.98 -8.37
C -10.42 -3.02 4.62
S -9.93 -3.11 2.90
O -9.04 -1.95 2.63
C -11.54 -2.71 2.22
H -9.55 -3.20 5.24
H -10.82 -2.02 4.84
H -11.18 -3.78 4.83
H -11.86 -1.73 2.59
H -12.25 -3.48 2.50
H -11.45 -2.67 1.13
```


53
Properties=species:S:1:pos:R:3 method="wB97M-V/def2-TZVPD" smiles="COc1ccc(OC)c(S(=O)(=O)NC2CCN(Cc3ccccc3)CC2)c1" e_above_lowest_kj_mol=345.84
C 6.88 -2.09 0.34
O 5.91 -3.03 0.74
C 4.61 -2.64 0.78
C 3.69 -3.60 1.20
C 2.34 -3.31 1.27
C 1.87 -2.04 0.92
O 0.57 -1.65 0.94
C -0.40 -2.56 1.39
C 2.80 -1.10 0.51
S 2.25 0.55 0.08
O 3.39 1.25 -0.46
O 1.57 1.14 1.19
N 1.19 0.27 -1.17
C -0.20 0.65 -0.99
C -0.45 2.13 -1.26
C -1.93 2.45 -1.06
N -2.73 1.63 -1.95
C -4.12 2.05 -2.05
C -4.90 1.93 -0.76
C -5.57 0.75 -0.45
C -6.23 0.61 0.76
C -6.23 1.65 1.67
C -5.58 2.83 1.37
C -4.92 2.97 0.16
C -2.56 0.22 -1.65
C -1.11 -0.19 -1.88
C 4.15 -1.38 0.43
H 6.89 -1.22 1.01
H 7.83 -2.60 0.40
H 6.70 -1.75 -0.69
H 4.05 -4.58 1.47
H 1.66 -4.08 1.60
H -1.35 -2.03 1.34
H -0.45 -3.45 0.75
H -0.22 -2.87 2.43
H 1.59 0.60 -2.04
H -0.41 0.43 0.06
H 0.16 2.73 -0.58
H -0.16 2.36 -2.29
H -2.11 3.50 -1.31
H -2.19 2.29 0.00
H -4.59 1.44 -2.82
H -4.12 3.09 -2.38
H -5.57 -0.07 -1.16
H -6.74 -0.31 0.99
H -6.75 1.54 2.62
H -5.59 3.65 2.07
H -4.42 3.90 -0.07
H -3.21 -0.35 -2.32
H -2.85 -0.01 -0.61
H -0.98 -1.25 -1.66
H -0.85 -0.01 -2.93
H 4.79 -0.58 0.10


11
Properties=species:S:1:pos:R:3 method="wB97M-V/def2-TZVPD" smiles="O=C1CC(Cl)C1" e_above_lowest_kj_mol=168.03
O 2.38 0.35 -0.26
C 1.25 0.12 -0.01
C 0.24 -1.12 0.56
C -0.95 -0.05 0.23
Cl -1.88 -0.59 -1.17
C 0.02 0.97 -0.49
H 0.27 -1.79 -0.21
H 0.34 -1.56 1.54
H -1.39 0.39 1.16
H -0.23 2.03 0.19
H -0.05 1.25 -1.54


20
Properties=species:S:1:pos:R:3 method="wB97M-V/def2-TZVPD" e_above_lowest_kj_mol=583.18 charge=-1
C -1.17 2.45 -0.71
C -2.32 2.64 -1.30
C 0.01 2.11 -1.67
C 0.57 -2.07 -0.09
C -0.53 -1.03 -0.41
C 1.70 -1.07 -0.45
C 0.61 0.10 -0.32
C -0.88 2.65 0.73
O -3.35 2.77 -1.91
O 0.33 2.83 -2.61
O 0.62 1.00 -1.43
H 0.54 -2.34 1.01
H 0.62 -2.87 -0.87
H -0.78 -1.11 -1.43
H -1.46 -0.88 0.21
H 2.58 -0.93 0.17
H 1.95 -1.02 -1.54
H -0.14 2.10 1.22
H -1.76 2.57 1.24
H -0.48 3.71 0.91


24
Properties=species:S:1:pos:R:3 method="wB97M-V/def2-TZVPD" smiles=O.O.O.O.O.O.O.O e_above_lowest_kj_mol=288.82
O 0.34 1.20 0.13
H 0.27 1.74 -0.67
H -0.57 0.98 0.35
O -0.76 2.48 2.86
H -1.57 2.16 3.28
H -0.60 1.85 2.15
O -2.28 -1.81 -2.33
H -1.60 -2.20 -2.89
H -3.07 -2.32 -2.54
O 1.49 4.51 -1.52
H 1.62 5.35 -1.97
H 0.55 4.33 -1.64
O -1.26 -3.35 1.81
H -0.56 -2.74 2.08
H -2.04 -3.03 2.29
O 4.20 -0.56 0.82
H 4.01 -1.50 0.71
H 3.34 -0.14 0.77
O -4.15 0.23 -0.19
H -3.36 -0.15 -0.61
H -4.36 0.99 -0.74
O 3.30 -2.97 -0.94
H 4.15 -2.96 -0.47
H 2.92 -2.11 -0.73


Going through the records in order, we get HOMO energy values of -7.3; -8.3; -9.6; -1.7; -11.5 eV.